The following is a DFT calculation (wB97M-V/def2-TZVPD) of the ion C3H9N2 with charge +1 in a non-equilibrium geometry.

As for the LUMO energy: -6.63 eV. Its net charge is +1. The value obtained for the total energy is -6227.3289 eV. For the orbital gap, the calculation gives 10.5 eV. For the energy relative to the best compared isomer or geometry (same formula, charge and spin), the calculation gives 358.9 kJ/mol. The highest occupied orbital energy is -17.159 eV. The SMILES is [H]/N=[N+](/C)CC. The spin multiplicity is 1.

Atoms and positions in Å:
1 N 1.08487 -0.17685 0.17770
2 N 1.93630 -0.69376 -0.67362
3 C -1.31090 -0.26441 -0.46400
4 C -0.30350 -0.84615 0.44778
5 C 1.18909 1.15090 0.59407
6 H 1.76869 -1.54555 -1.06321
7 H 2.14976 1.56022 0.16284
8 H -0.69096 -0.84149 1.44828
9 H -2.09650 -0.97646 -0.71384
10 H -1.80308 0.57824 0.02030
11 H 1.10630 1.25061 1.79255
12 H -0.80544 0.02594 -1.38970
13 H -0.28918 -1.85247 0.20959
14 H 0.38046 1.79244 0.18370

***

The following is a DFT calculation (wB97M-V/def2-TZVPD) of the ion C3H9N2 with charge +1 in a non-equilibrium geometry.

As for the LUMO energy: -2.91 eV. Its net charge is +1. The value obtained for the total energy is -6229.6116 eV. For the orbital gap, the calculation gives 11.8 eV. For the energy relative to the best compared isomer or geometry (same formula, charge and spin), the calculation gives 138.6 kJ/mol. The highest occupied orbital energy is -14.750 eV. The SMILES is NC[NH+]1CC1. The spin multiplicity is 1.

Atoms and positions in Å:
1 N -0.26058 -0.15829 0.47303
2 N 1.73448 1.05243 0.15782
3 C -0.41218 -1.51005 -0.04748
4 C -1.59412 -0.65494 0.16609
5 C 0.41468 0.94773 -0.31930
6 H 1.99113 1.92866 0.58229
7 H -0.20220 -2.32442 0.63232
8 H 2.46241 0.71035 -0.44905
9 H 0.01272 -0.07593 1.45413
10 H -0.05162 -1.67135 -1.05455
11 H 0.32771 0.66124 -1.37240
12 H -2.25517 -0.84057 1.00173
13 H -0.18122 1.84750 -0.13527
14 H -2.07624 -0.19767 -0.68776

***

The following is a DFT calculation (wB97M-V/def2-TZVPD) of the ion C3H9N2 with charge +1 in a non-equilibrium geometry.

As for the LUMO energy: -3.74 eV. Its net charge is +1. The value obtained for the total energy is -6228.5065 eV. For the orbital gap, the calculation gives 9.1 eV. For the energy relative to the best compared isomer or geometry (same formula, charge and spin), the calculation gives 245.3 kJ/mol. The highest occupied orbital energy is -12.849 eV. The SMILES is C/C([NH3+])=C\N. The spin multiplicity is 1.

Atoms and positions in Å:
1 N -1.52557 1.15627 0.04604
2 N 1.78491 -0.82712 0.97724
3 C 0.10798 -0.24092 -1.42399
4 C -0.35362 0.10185 -0.04265
5 C 0.46189 -0.20668 1.15805
6 H -1.38953 2.10797 -0.28014
7 H 0.19305 0.14286 2.18279
8 H -0.03074 -1.39784 -1.59435
9 H -1.81041 1.25978 1.06650
10 H -0.55442 0.14755 -2.23361
11 H -2.26432 0.54960 -0.32577
12 H 2.17673 -1.43527 1.80664
13 H 1.99281 -1.37117 0.13041
14 H 1.21124 0.01311 -1.46718

***

The following is a DFT calculation (wB97M-V/def2-TZVPD) of the ion C3H9N2O with charge -1 in a non-equilibrium geometry.

As for the LUMO energy: 4.37 eV. Its net charge is -1. The value obtained for the total energy is -8283.3651 eV. For the orbital gap, the calculation gives 7.0 eV. For the energy relative to the best compared isomer or geometry (same formula, charge and spin), the calculation gives 152.0 kJ/mol. The highest occupied orbital energy is -2.670 eV. The SMILES is NCCNC[O-]. The spin multiplicity is 1.

Atoms and positions in Å:
1 O -1.52427 -1.15658 -1.62500
2 N -0.83637 1.63271 0.18108
3 N 0.52202 -0.94101 -0.20712
4 C 0.27460 -0.38912 1.10633
5 C 0.16708 1.11966 1.10475
6 C -0.25460 -1.06182 -1.66688
7 H 0.99088 -0.72394 1.87419
8 H -0.62707 -0.86319 1.54224
9 H 1.33654 -1.55487 -0.20488
10 H 1.13534 1.53672 0.78736
11 H 0.15331 -0.13249 -2.17563
12 H 0.43655 -1.85294 -2.02835
13 H -0.02779 1.40495 2.14785
14 H -0.44122 2.14503 -0.58343
15 H -1.30498 0.83688 -0.25250

***

The following is a DFT calculation (wB97M-V/def2-TZVPD) of a cluster of 2 separate species, C3H9N2O in total.

As for the LUMO energy: -4.09 eV. Its net charge is +1. The value obtained for the total energy is -8276.3190 eV. For the orbital gap, the calculation gives 9.4 eV. For the energy relative to the best compared isomer or geometry (same formula, charge and spin), the calculation gives 265.8 kJ/mol. The highest occupied orbital energy is -13.475 eV. The spin multiplicity is 1.

Atoms and positions in Å:
1 O -1.14713 2.76688 -0.24547
2 N 1.18398 1.80425 -0.83698
3 N 0.01080 -2.36605 0.86550
4 C -0.53619 -3.41572 0.41598
5 C 0.27498 0.91070 -0.03851
6 C -0.94059 1.73795 0.33462
7 H 1.85278 2.28669 -0.23612
8 H 0.78608 0.48075 0.81897
9 H 0.56445 2.50252 -1.28330
10 H -0.08374 -4.38096 0.62879
11 H -1.58040 1.34960 1.13552
12 H -0.01187 0.06478 -0.66573
13 H -1.45078 -3.40756 -0.17761
14 H 1.72424 1.25123 -1.50239
15 H -0.64659 -1.58507 0.78673

***

The following is a DFT calculation (wB97M-V/def2-TZVPD) of a cluster of 2 separate species, C3H9N2O in total in a non-equilibrium geometry.

As for the LUMO energy: -4.77 eV. Its net charge is +1. The value obtained for the total energy is -8274.3997 eV. For the orbital gap, the calculation gives 9.2 eV. For the energy relative to the best compared isomer or geometry (same formula, charge and spin), the calculation gives 451.0 kJ/mol. The highest occupied orbital energy is -14.017 eV. The spin multiplicity is 1.

Atoms and positions in Å:
1 O 0.29058 -0.87169 -0.57889
2 N -1.99425 0.10488 -0.67432
3 N 1.08069 0.01576 -0.17969
4 C 2.45461 -0.54468 0.00535
5 C 0.87860 1.08915 0.38728
6 C -2.85975 -0.23864 0.21835
7 H -0.99281 -0.34133 -0.72132
8 H -2.41923 0.58024 -1.46765
9 H 1.75547 1.45753 1.01377
10 H 2.69678 -0.62189 1.13046
11 H -2.69608 -0.94381 0.97411
12 H 2.41976 -1.58389 -0.30856
13 H -0.06430 1.64845 0.49313
14 H -3.88021 0.17973 0.13214
15 H 3.33013 0.07020 -0.42414

***

Copy entry 5 word for word.
The following is a DFT calculation (wB97M-V/def2-TZVPD) of a cluster of 2 separate species, C3H9N2O in total.

As for the LUMO energy: -4.09 eV. Its net charge is +1. The value obtained for the total energy is -8276.3190 eV. For the orbital gap, the calculation gives 9.4 eV. For the energy relative to the best compared isomer or geometry (same formula, charge and spin), the calculation gives 265.8 kJ/mol. The highest occupied orbital energy is -13.475 eV. The spin multiplicity is 1.

Atoms and positions in Å:
1 O -1.14713 2.76688 -0.24547
2 N 1.18398 1.80425 -0.83698
3 N 0.01080 -2.36605 0.86550
4 C -0.53619 -3.41572 0.41598
5 C 0.27498 0.91070 -0.03851
6 C -0.94059 1.73795 0.33462
7 H 1.85278 2.28669 -0.23612
8 H 0.78608 0.48075 0.81897
9 H 0.56445 2.50252 -1.28330
10 H -0.08374 -4.38096 0.62879
11 H -1.58040 1.34960 1.13552
12 H -0.01187 0.06478 -0.66573
13 H -1.45078 -3.40756 -0.17761
14 H 1.72424 1.25123 -1.50239
15 H -0.64659 -1.58507 0.78673